Entry 1:
The following is a quantum chemistry calculation of a structure of composition C42H46HfN4O2S2Te, from the OMol25 dataset.

## Properties
multiplicity	2
charge	+1
orbital gap (alpha / beta)	5.00 / 6.14	eV
ΔE to the lowest compared entry with this formula, charge and spin	0.000	eV
highest occupied orbital energy (alpha / beta)	-8.50 / -9.64	eV
M	1009.080	g mol⁻¹

Last column: Löwdin spin population.
Atoms and positions in Å:
Hf 1.028 -1.702 -0.044  0.057
C 1.556 -0.001 -3.218  0.000
C 2.830 -0.226 -2.469  0.001
C 4.006 0.365 -2.944  0.001
C 5.195 0.186 -2.281  0.001
C 5.212 -0.640 -1.162  0.001
C 4.031 -1.224 -0.756  0.000
N 2.847 -0.990 -1.369  0.001
C 4.049 -2.202 0.374  0.001
C 5.213 -2.868 0.739  0.001
C 5.153 -3.789 1.772  0.001
C 3.945 -4.047 2.403  0.001
C 2.814 -3.375 1.965  0.003
N 2.894 -2.475 0.983  0.012
C 1.453 -3.647 2.495  0.001
C 1.299 -4.305 3.695  0.000
C 0.016 -4.648 4.109  0.000
C -1.034 -4.352 3.280  0.000
C -0.828 -3.656 2.082  0.000
C -2.030 -3.383 1.242  0.000
N 0.403 -3.261 1.718  0.001
H 1.748 0.634 -4.080  0.000
H 0.795 0.475 -2.599  0.000
H 1.141 -0.952 -3.552  0.000
H 3.950 0.979 -3.831  0.000
H 6.101 0.666 -2.622  0.000
H 6.127 -0.802 -0.616  0.000
H 6.135 -2.704 0.207  0.000
H 6.042 -4.328 2.069  0.000
H 3.882 -4.792 3.179  0.000
H 2.155 -4.548 4.305  0.000
H -0.142 -5.149 5.053  0.000
H -2.046 -4.628 3.540  0.000
H -2.447 -4.336 0.912  0.000
H -1.812 -2.780 0.367  0.000
H -2.790 -2.877 1.835  0.000
C -2.289 -3.649 -2.922  0.000
C -0.996 -3.337 -2.210  0.000
S -0.869 -1.667 -1.618  0.005
C -0.013 -4.233 -2.041  0.001
C -0.093 -5.645 -2.545  0.000
S 1.529 -3.856 -1.255  0.003
H -2.927 -2.770 -2.972  0.000
H -2.852 -4.432 -2.411  0.000
H -2.107 -3.985 -3.944  0.000
H -1.060 -5.869 -2.989  0.000
H 0.085 -6.353 -1.735  0.000
H 0.677 -5.823 -3.298  0.000
C 3.045 0.120 3.087  0.060
C 1.873 -0.186 2.238  0.419
O 1.850 -0.023 0.918  0.146
N 0.673 -0.553 2.813  0.049
Te -0.249 1.955 -0.273  0.004
C -1.042 3.091 -1.871  0.002
C -0.253 4.071 -2.480  0.000
C 1.153 4.432 -2.078  0.000
C -0.794 4.795 -3.545  0.000
C -2.075 4.575 -4.012  0.000
C -2.633 5.366 -5.161  0.000
C -2.837 3.589 -3.393  0.000
C -2.345 2.839 -2.339  0.000
C -3.232 1.805 -1.712  0.000
C -1.636 2.471 1.237  0.001
C -2.488 1.520 1.806  0.000
C -2.518 0.079 1.387  0.000
C -3.363 1.921 2.812  0.000
C -3.420 3.232 3.257  0.000
C -4.377 3.650 4.336  0.000
C -2.564 4.156 2.673  0.000
C -1.667 3.804 1.672  0.000
C -0.786 4.872 1.089  0.000
H 2.882 1.010 3.706  0.021
H 3.920 0.307 2.466  0.000
H 3.273 -0.705 3.770  0.016
H 1.584 3.754 -1.345  0.000
H 1.178 5.437 -1.653  0.000
H 1.799 4.441 -2.958  0.000
H -0.183 5.558 -4.015  0.000
H -1.945 6.150 -5.472  0.000
H -3.580 5.833 -4.892  0.000
H -2.821 4.722 -6.021  0.000
H -3.844 3.400 -3.745  0.000
H -4.157 1.705 -2.277  0.000
H -3.491 2.077 -0.686  0.000
H -2.743 0.829 -1.678  0.000
H -2.706 -0.042 0.321  0.000
H -3.290 -0.452 1.941  0.000
H -1.564 -0.415 1.593  0.000
H -4.022 1.183 3.255  0.000
H -4.924 2.797 4.733  0.000
H -5.103 4.369 3.954  0.000
H -3.850 4.128 5.163  0.000
H -2.590 5.187 3.008  0.000
H -0.874 5.790 1.666  0.000
H -1.065 5.093 0.056  0.000
H 0.263 4.569 1.080  0.000
O -0.542 -0.712 4.844  0.089
C 0.105 -0.594 3.881  0.095



Entry 2:
The following is a quantum chemistry calculation of a structure of composition C42H46N6O2P2Re, from the OMol25 dataset.

## Properties
multiplicity	4
charge	+2
orbital gap (alpha / beta)	5.85 / 3.92	eV
highest occupied orbital energy (alpha / beta)	-12.70 / -12.70	eV
M	915.025	g mol⁻¹

Last column: Löwdin spin population.
Atoms and positions in Å:
Re -0.178 0.638 -1.907  0.549
C -1.699 1.301 -5.191  0.041
C -1.551 -0.008 -5.394  0.018
C -0.517 -0.544 -6.340  0.003
C 0.768 0.303 -6.341  0.000
C 1.127 0.993 -5.043  -0.002
C 0.766 2.197 -4.548  0.004
C -0.080 3.188 -5.301  0.002
C -1.259 2.488 -5.996  0.004
C 1.275 1.241 -0.519  0.116
H -2.196 1.625 -4.286  0.010
H -2.312 -0.733 -5.063  0.002
H -0.921 -0.547 -7.366  0.000
H -0.315 -1.606 -6.151  0.000
H 1.587 -0.381 -6.648  0.000
H 0.675 1.049 -7.143  0.000
H 1.976 0.489 -4.589  0.001
H 1.309 2.629 -3.701  0.002
H 0.537 3.744 -6.030  0.000
H -0.456 3.947 -4.605  0.000
H -2.090 3.209 -6.052  0.001
H -0.984 2.246 -7.027  0.001
H 0.855 2.279 -0.528  0.024
H 2.343 1.273 -0.755  0.009
H 1.128 0.768 0.475  0.004
P 1.464 -0.821 -2.523  -0.021
P -1.822 -0.831 -2.454  0.114
N 3.263 0.096 -3.055  0.020
N 2.508 -1.962 -1.602  -0.005
N -3.224 0.625 -2.680  0.124
N -3.129 -1.685 -1.620  -0.004
C 0.582 -2.062 -3.566  0.001
C -0.904 -2.294 -3.170  0.022
C 3.432 1.461 -2.859  0.322
C 4.680 1.870 -3.314  0.111
C 5.331 0.708 -3.821  0.134
C 4.426 -0.358 -3.673  0.347
C 3.450 -1.443 -0.710  0.005
C 4.365 -2.436 -0.392  0.003
C 3.975 -3.620 -1.093  -0.001
C 2.852 -3.294 -1.849  0.000
C -2.798 1.912 -2.433  0.362
C -3.814 2.818 -2.771  0.133
C -4.924 2.050 -3.179  0.109
C -4.532 0.705 -3.132  0.327
C -4.288 -2.224 -2.182  0.003
C -4.984 -2.923 -1.202  0.001
C -4.229 -2.807 0.005  0.001
C -3.087 -2.080 -0.288  0.002
H 1.100 -3.030 -3.540  0.001
H 0.640 -1.666 -4.590  0.000
H -1.473 -2.620 -4.050  -0.001
H -0.968 -3.059 -2.372  0.004
H 2.666 2.084 -2.421  0.010
H 5.033 2.891 -3.275  0.001
H 6.333 0.655 -4.233  0.002
H 4.543 -1.400 -3.959  0.013
H 3.364 -0.421 -0.371  0.000
H 5.217 -2.297 0.257  0.000
H 4.448 -4.591 -1.032  0.000
H 2.218 -3.919 -2.459  0.000
H -1.730 2.157 -2.249  0.019
H -3.701 3.886 -2.701  0.002
H -5.901 2.425 -3.453  0.003
H -5.123 -0.170 -3.341  0.012
H -4.523 -2.073 -3.224  0.000
H -5.916 -3.454 -1.334  0.000
H -4.501 -3.189 0.975  0.000
H -2.231 -1.823 0.304  0.000
O -1.861 2.893 0.003  0.029
C -1.710 1.832 0.593  0.001
N -1.973 1.599 1.952  0.005
C -1.365 0.402 2.476  0.000
C -0.892 -0.219 1.132  0.000
O -0.295 -1.302 1.034  0.000
N -1.202 0.623 0.077  -0.001
C -0.169 0.710 3.385  0.000
C 0.896 -0.191 3.478  0.000
C 1.906 -0.005 4.429  0.000
C 1.876 1.108 5.276  0.000
C 0.828 2.034 5.161  0.000
C -0.183 1.842 4.210  0.000
C -2.392 -0.406 3.263  0.000
C -2.197 -0.858 4.580  0.000
C -3.235 -1.521 5.249  0.000
C -4.441 -1.784 4.593  0.000
C -4.634 -1.328 3.279  0.000
C -3.613 -0.621 2.633  0.000
H -2.325 2.359 2.523  0.000
H 0.926 -1.058 2.819  0.000
H 2.712 -0.739 4.487  0.000
H 2.685 1.277 5.995  0.000
H 0.793 2.929 5.788  0.000
H -0.998 2.567 4.145  0.000
H -1.241 -0.695 5.081  0.000
H -3.072 -1.833 6.285  0.000
H -5.222 -2.350 5.109  0.000
H -5.577 -1.515 2.759  0.000
H -3.778 -0.238 1.623  0.000



Entry 3:
The following is a quantum chemistry calculation of a structure of composition C42H47ClIrN9O3S2, from the OMol25 dataset.

## Properties
multiplicity	6
charge	+3
orbital gap (alpha / beta)	6.17 / 3.20	eV
ΔE to the lowest compared entry with this formula, charge and spin	1.647	eV
highest occupied orbital energy (alpha / beta)	-13.72 / -14.82	eV
M	1017.702	g mol⁻¹

Last column: Löwdin spin population.
Atoms and positions in Å:
Ir -0.016 -0.016 -0.453  2.340
N 3.791 -1.642 1.481  0.024
C 2.605 -1.233 1.064  0.047
S 2.432 -0.457 -0.445  0.267
N 1.601 -1.460 1.971  0.305
N 0.419 -1.081 1.580  0.142
C -0.604 -1.260 2.431  0.162
C -0.517 -1.910 3.710  0.032
C -1.228 -1.366 4.803  0.039
C -1.148 -1.953 6.047  0.000
C -0.403 -3.117 6.216  0.054
C 0.284 -3.681 5.144  -0.001
C 0.250 -3.077 3.907  0.037
C -1.878 -0.693 1.949  0.014
C -3.108 -1.136 2.410  0.040
C -4.267 -0.548 1.912  0.004
C -4.157 0.471 0.987  0.036
C -2.890 0.833 0.544  0.025
N -1.785 0.252 0.991  0.116
H 4.611 -1.513 0.911  0.004
H 3.893 -2.060 2.394  0.001
H -1.784 -0.446 4.680  0.000
H -1.664 -1.510 6.887  -0.001
H -0.360 -3.588 7.189  0.003
H 0.843 -4.596 5.283  -0.001
H 0.770 -3.528 3.074  0.001
H -3.163 -1.940 3.129  0.002
H -5.238 -0.887 2.249  0.000
H -5.032 0.970 0.594  0.002
H -2.756 1.613 -0.197  0.003
N -3.394 -6.535 -1.631  0.000
C -3.809 -5.303 -1.281  0.000
O -4.940 -5.004 -0.971  0.000
C -2.764 -4.210 -1.231  -0.002
C -1.546 -4.347 -0.584  0.002
C -0.749 -3.228 -0.419  0.003
N -1.093 -2.024 -0.876  0.068
C -2.244 -1.907 -1.560  0.010
C -3.109 -2.963 -1.741  0.004
H -4.082 -7.272 -1.679  0.000
H -2.474 -6.716 -1.991  0.000
H -1.229 -5.298 -0.175  0.000
H 0.193 -3.297 0.113  0.000
H -2.480 -0.927 -1.955  0.003
H -4.056 -2.824 -2.242  0.000
C 1.403 -0.657 -4.751  0.007
S 0.367 0.570 -3.984  0.029
O -0.010 -0.067 -2.623  0.108
C 1.482 1.911 -3.693  0.001
C 2.738 1.754 -3.114  0.000
C 3.504 2.881 -2.865  0.000
C 3.026 4.145 -3.211  0.000
C 1.784 4.287 -3.813  0.001
C 1.003 3.165 -4.055  0.001
H 2.332 -0.800 -4.208  0.000
H 1.594 -0.315 -5.768  0.001
H 0.821 -1.576 -4.772  0.000
H 3.128 0.778 -2.865  0.000
H 4.485 2.775 -2.424  0.000
H 3.637 5.019 -3.028  0.000
H 1.426 5.267 -4.118  0.001
H 0.041 3.264 -4.545  0.000
C 0.157 8.548 0.558  0.000
C -0.576 7.572 1.501  0.000
C 0.383 7.267 2.665  0.000
C -1.820 8.264 2.071  0.000
C -0.962 6.233 0.789  0.003
O -1.128 5.193 1.748  0.006
C -2.288 6.260 0.013  0.021
C -2.482 7.283 -1.113  0.044
C -2.001 6.866 -2.469  0.226
C -1.130 7.684 -3.209  0.058
C -0.761 7.354 -4.495  0.067
C -1.266 6.181 -5.068  0.225
Cl -0.806 5.747 -6.657  0.187
C -2.146 5.354 -4.358  0.063
C -2.494 5.691 -3.071  0.065
C 0.219 5.769 -0.105  0.007
N 0.461 4.336 -0.023  0.002
C -0.140 3.323 -0.626  0.007
N 0.334 2.183 -0.146  0.055
C 1.276 2.594 0.755  0.001
N 1.374 3.890 0.856  0.002
H 0.123 9.548 0.990  0.000
H -0.275 8.613 -0.441  0.000
H 1.211 8.293 0.448  0.000
H 0.868 8.192 2.979  0.000
H 1.161 6.556 2.384  0.000
H -0.138 6.868 3.535  0.000
H -1.506 9.080 2.722  0.000
H -2.427 7.589 2.680  0.000
H -2.459 8.693 1.297  0.000
H -1.573 5.560 2.523  0.000
H -3.074 6.417 0.748  0.000
H -2.439 5.243 -0.368  0.000
H -2.044 8.243 -0.851  0.000
H -3.559 7.468 -1.199  0.021
H -0.760 8.605 -2.775  0.000
H -0.099 7.993 -5.065  0.000
H -2.564 4.477 -4.837  0.000
H -3.209 5.075 -2.538  0.000
H 1.149 6.209 0.235  0.001
H 0.058 6.037 -1.150  0.004
H -0.915 3.434 -1.367  0.001
H 1.886 1.923 1.335  0.000



Entry 4:
The following is a quantum chemistry calculation of a structure of composition C42H48Cl5N2NaO2, from the OMol25 dataset.

## Properties
charge	-2
orbital gap	2.65	eV
highest occupied orbital energy	0.78	eV
M	813.113	g mol⁻¹

Last column: Löwdin charge in e.
Atoms and positions in Å:
Na -0.110 0.438 -0.060  0.216
C 5.594 0.929 1.671  -0.074
C 4.509 1.623 0.841  -0.382
C 4.783 3.131 0.793  -0.073
C 4.394 1.045 -0.557  -0.140
C 5.448 1.262 -1.426  -0.094
C 5.380 0.914 -2.763  -0.146
C 4.196 0.373 -3.241  -0.093
C 3.119 0.125 -2.419  -0.151
C 1.898 -0.502 -3.055  -0.365
C 0.673 0.404 -2.965  -0.048
C 1.601 -1.870 -2.453  -0.066
C 3.201 0.403 -1.020  -0.190
N 2.158 0.105 -0.217  -0.010
C 2.373 -0.342 1.029  -0.256
C 1.486 -0.344 2.077  -0.251
N 0.208 0.052 2.071  -0.033
C -0.415 0.294 3.252  -0.194
C -1.710 -0.244 3.480  -0.146
C -2.322 -0.075 4.704  -0.085
C -1.716 0.643 5.721  -0.135
C -0.500 1.255 5.479  -0.086
C 0.157 1.111 4.271  -0.145
C 1.392 1.950 4.004  -0.376
C 2.539 1.637 4.969  -0.073
C 1.040 3.443 4.050  -0.064
C -2.405 -1.035 2.395  -0.377
C -3.768 -0.430 2.053  -0.068
C -2.540 -2.505 2.793  -0.064
H 5.654 1.375 2.664  0.064
H 6.569 1.022 1.192  0.062
H 5.375 -0.131 1.782  0.063
H 3.550 1.488 1.347  0.105
H 5.770 3.344 0.384  0.060
H 4.732 3.553 1.797  0.064
H 4.036 3.624 0.175  0.081
H 6.357 1.726 -1.060  0.093
H 6.224 1.077 -3.422  0.069
H 4.121 0.122 -4.295  0.091
H 2.117 -0.655 -4.125  0.118
H 0.560 0.754 -1.947  0.029
H -0.223 -0.142 -3.259  0.073
H 0.781 1.273 -3.613  0.086
H 1.331 -1.757 -1.409  0.060
H 2.476 -2.516 -2.520  0.084
H 0.773 -2.340 -2.978  0.052
H 3.345 -0.810 1.236  0.089
H 1.867 -0.768 3.015  0.098
H -3.289 -0.527 4.891  0.095
H -2.193 0.741 6.687  0.073
H -0.057 1.864 6.261  0.095
H 1.734 1.735 2.989  0.109
H 2.258 1.844 6.003  0.061
H 3.413 2.241 4.727  0.063
H 2.815 0.587 4.895  0.068
H 0.738 3.753 5.051  0.064
H 0.221 3.647 3.362  0.079
H 1.899 4.044 3.748  0.066
H -1.776 -1.003 1.504  0.091
H -4.442 -0.452 2.908  0.066
H -4.238 -0.979 1.241  0.050
H -3.649 0.605 1.740  0.072
H -3.138 -2.626 3.696  0.066
H -1.552 -2.920 2.970  0.082
H -3.006 -3.074 1.992  0.056
Cl -5.319 5.688 -0.565  0.603
C -3.893 4.719 -0.599  -0.749
C -3.968 3.359 -0.890  -0.723
Cl -5.498 2.650 -1.235  0.643
C -2.836 2.578 -0.894  -0.596
Cl -2.907 0.906 -1.252  0.785
C -1.535 3.090 -0.586  -0.504
O -0.528 2.362 -0.530  -0.109
C -1.511 4.502 -0.365  -0.614
Cl 0.036 5.207 -0.099  0.689
C -2.646 5.280 -0.346  -0.725
Cl -2.545 6.964 0.009  0.636
C -4.177 -3.187 -6.107  -0.054
C -3.455 -3.399 -4.805  -0.253
C -3.933 -2.848 -3.616  -0.008
C -3.221 -2.919 -2.441  -0.178
C -3.843 -2.424 -1.169  -0.056
C -1.934 -3.535 -2.418  -0.093
C -1.044 -3.350 -1.310  -0.190
O -1.065 -2.433 -0.474  0.031
C -1.525 -4.242 -3.587  -0.202
C -0.268 -5.075 -3.660  -0.046
C -2.275 -4.143 -4.740  -0.027
H -5.072 -2.585 -5.952  0.071
H -4.464 -4.135 -6.566  0.076
H -3.532 -2.654 -6.811  0.083
H -4.889 -2.334 -3.617  0.118
H -4.378 -3.245 -0.685  0.097
H -4.543 -1.612 -1.353  0.069
H -3.066 -2.084 -0.495  0.037
H -0.223 -4.088 -1.229  0.120
H 0.392 -4.700 -4.444  0.087
H -0.521 -6.113 -3.896  0.082
H 0.288 -5.072 -2.730  0.057
H -1.924 -4.641 -5.639  0.119



Number 1: F_max 0.6 eV Å⁻¹, DFT total energy -84625.467 eV. Number 2: F_max 2.9 eV Å⁻¹, DFT total energy -78019.163 eV. Number 3: F_max 1.6 eV Å⁻¹, DFT total energy -100875.554 eV. Number 4: F_max 3.2 eV Å⁻¹, DFT total energy -118439.210 eV.